{
  "formula": "C47H46Br4F7NO2",
  "method": "the ωB97M-V functional and the def2-TZVPD basis",
  "symbols": ["C", "N", "O", "O", "H", "H", "H", "F", "C", "C", "C", "C", "C", "C", "H", "H", "H", "H", "H", "F", "C", "C", "C", "C", "C", "C", "H", "H", "H", "H", "H", "F", "C", "C", "C", "C", "C", "C", "H", "H", "H", "H", "H", "F", "C", "C", "C", "C", "C", "C", "H", "H", "H", "H", "H", "F", "C", "C", "C", "C", "C", "C", "H", "H", "H", "H", "H", "F", "C", "C", "C", "C", "C", "C", "H", "H", "H", "H", "H", "F", "C", "C", "C", "C", "C", "C", "H", "H", "H", "H", "H", "Br", "C", "C", "Br", "H", "H", "H", "H", "Br", "C", "C", "Br", "H", "H", "H", "H"],
  "positions_angstrom": [[-4.368, -1.186, 1.765], [-5.156, -2.354, 1.425], [-6.311, -2.168, 0.983], [-4.636, -3.471, 1.567], [-3.388, -1.449, 1.365], [-4.453, -0.960, 2.828], [-4.742, -0.315, 1.227], [-4.935, 4.343, -3.373], [-4.826, 3.022, -2.986], [-5.903, 2.450, -2.270], [-5.845, 1.134, -1.805], [-4.775, 0.367, -2.289], [-3.687, 0.907, -2.941], [-3.713, 2.242, -3.259], [-6.770, 3.070, -2.095], [-6.612, 0.833, -1.106], [-4.750, -0.698, -2.114], [-2.770, 0.388, -3.179], [-2.819, 2.674, -3.683], [-0.116, -6.924, -4.437], [-0.092, -5.596, -4.677], [0.172, -4.702, -3.613], [0.043, -3.329, -3.929], [-0.134, -2.860, -5.212], [-0.169, -3.752, -6.271], [-0.240, -5.127, -5.975], [0.473, -5.102, -2.656], [0.204, -2.565, -3.183], [-0.037, -1.801, -5.403], [-0.033, -3.405, -7.284], [-0.184, -5.804, -6.815], [2.997, 7.187, -4.292], [2.226, 6.082, -4.549], [1.305, 6.123, -5.614], [0.548, 4.973, -5.902], [0.586, 3.879, -5.004], [1.453, 3.819, -3.934], [2.363, 4.911, -3.765], [1.232, 6.884, -6.377], [-0.028, 4.974, -6.816], [0.038, 2.986, -5.269], [1.510, 2.955, -3.288], [3.161, 4.866, -3.039], [0.006, 1.147, -2.497], [0.065, 0.673, -1.241], [0.791, 1.434, -0.272], [0.796, 0.954, 1.058], [0.213, -0.271, 1.322], [-0.447, -1.072, 0.363], [-0.428, -0.611, -0.946], [1.107, 2.435, -0.523], [1.048, 1.598, 1.887], [0.175, -0.543, 2.367], [-0.798, -2.013, 0.760], [-1.028, -1.130, -1.679], [2.677, 0.870, 3.870], [3.325, 0.759, 5.054], [2.654, 0.855, 6.247], [3.391, 0.859, 7.464], [4.731, 0.739, 7.441], [5.308, 0.560, 6.257], [4.700, 0.607, 4.983], [1.589, 1.031, 6.222], [2.927, 1.000, 8.429], [5.313, 0.729, 8.351], [6.386, 0.605, 6.294], [5.253, 0.569, 4.056], [1.999, -7.209, 3.832], [0.967, -6.319, 3.806], [-0.341, -6.812, 3.623], [-1.442, -5.970, 3.645], [-1.284, -4.588, 3.732], [0.004, -4.060, 3.772], [1.129, -4.936, 3.774], [-0.417, -7.889, 3.628], [-2.408, -6.450, 3.695], [-2.176, -3.981, 3.680], [0.131, -2.988, 3.747], [2.140, -4.557, 3.778], [1.597, 8.752, 3.171], [1.212, 7.564, 2.750], [1.888, 6.430, 3.108], [1.497, 5.173, 2.692], [0.387, 5.120, 1.822], [-0.434, 6.247, 1.535], [0.032, 7.500, 1.995], [2.748, 6.611, 3.736], [1.985, 4.248, 2.958], [0.153, 4.164, 1.380], [-1.283, 6.185, 0.870], [-0.535, 8.382, 1.736], [4.929, 1.458, 1.396], [5.319, 0.543, -0.379], [4.118, 0.621, -1.298], [4.092, -0.805, -2.721], [5.517, -0.493, -0.104], [6.232, 0.909, -0.849], [4.090, 1.604, -1.768], [3.164, 0.592, -0.772], [-2.522, -7.766, 0.195], [-2.340, -5.704, 0.214], [-2.998, -5.255, -1.116], [-2.899, -3.353, -1.633], [-1.280, -5.477, 0.327], [-2.978, -5.425, 1.053], [-4.054, -5.523, -1.123], [-2.508, -5.824, -1.906]],
  "mulliken_charge": [-0.574, 0.899, -0.536, -0.478, 0.148, 0.297, 0.261, -0.300, 0.147, -0.304, -0.564, -0.527, -0.226, -0.492, 0.397, 0.452, 0.394, 0.474, 0.533, -0.312, 0.460, -0.614, -0.225, -0.734, -0.308, -0.554, 0.506, 0.563, 0.456, 0.378, 0.383, -0.296, 0.181, -0.365, -0.581, -0.359, -0.164, -0.350, 0.364, 0.384, 0.403, 0.362, 0.409, -0.257, 0.283, -0.962, -0.280, -0.574, -0.667, 0.185, 0.664, 0.397, 0.369, 0.824, 0.040, -0.080, 0.830, -0.682, -0.199, -0.743, -0.309, -0.521, 0.405, 0.359, 0.389, 0.289, 0.254, -0.304, 0.139, -0.313, -0.556, -0.380, -0.311, -0.433, 0.432, 0.397, 0.431, 0.453, 0.444, -0.295, 0.039, -0.207, -0.606, 0.004, -0.812, -0.140, 0.389, 0.515, 0.322, 0.392, 0.389, -0.171, -0.528, -0.100, -0.182, 0.386, 0.398, 0.332, -0.166, -0.173, -0.563, -0.695, -0.131, 0.413, 0.290, 0.410, 0.494],
  "smiles": "C[N+](=O)[O-].Fc1ccccc1.Fc1ccccc1.Fc1ccccc1.Fc1ccccc1.Fc1ccccc1.Fc1ccccc1.Fc1ccccc1.BrCCBr.BrCCBr",
  "spin_multiplicity": 1,
  "de_lowest_kj_mol": 263.9,
  "max_force_ha_per_bohr": 0.0896,
  "energy_ha": -13018.7088,
  "homo_ev": -9.240
}


{
  "formula": "C47H46N5O3SiTc",
  "method": "the ωB97M-V functional and the def2-TZVPD basis",
  "symbols": ["Tc", "C", "C", "C", "C", "C", "N", "C", "C", "C", "N", "C", "C", "C", "C", "C", "C", "C", "C", "N", "C", "C", "C", "N", "C", "C", "C", "C", "O", "C", "O", "H", "H", "H", "H", "H", "H", "H", "H", "H", "H", "H", "H", "H", "H", "H", "H", "H", "H", "H", "H", "H", "H", "H", "H", "H", "H", "H", "H", "O", "C", "N", "C", "C", "C", "C", "C", "C", "C", "C", "C", "C", "H", "H", "H", "H", "H", "H", "H", "C", "C", "C", "C", "C", "C", "Si", "C", "C", "C", "C", "C", "C", "H", "H", "H", "H", "H", "H", "H", "H", "H", "H", "H"],
  "positions_angstrom": [[0.853, -1.515, 0.874], [-2.736, -4.585, -4.293], [-1.893, -3.715, -3.403], [-1.747, -2.353, -3.678], [-0.933, -1.506, -2.914], [-0.782, -0.126, -3.178], [-1.655, 0.571, -3.996], [-3.060, 0.578, -3.614], [-3.313, 1.396, -2.347], [-4.580, 0.991, -1.599], [-4.421, -0.403, -1.156], [-3.660, -0.828, -0.171], [-3.216, -0.139, 0.993], [-3.956, 0.810, 1.724], [-3.568, 1.209, 2.984], [-4.358, 2.201, 3.785], [-2.431, 0.599, 3.544], [-1.640, -0.299, 2.855], [-0.652, -1.125, 3.538], [0.319, -1.749, 2.974], [0.887, -2.860, 3.753], [0.620, -4.185, 3.041], [1.323, -4.396, 1.700], [0.787, -3.538, 0.648], [0.226, -4.086, -0.375], [-0.384, -3.433, -1.503], [-1.208, -4.239, -2.326], [-0.216, -2.068, -1.795], [0.537, -1.263, -1.107], [-1.990, -0.651, 1.514], [-1.284, -1.424, 0.791], [-3.338, -3.983, -4.973], [-3.413, -5.212, -3.712], [-2.117, -5.245, -4.902], [-2.229, -1.944, -4.556], [0.079, 0.400, -2.799], [-1.316, 1.496, -4.229], [-3.338, -0.463, -3.456], [-3.666, 0.941, -4.449], [-3.353, 2.462, -2.575], [-2.470, 1.254, -1.663], [-5.476, 1.024, -2.220], [-4.741, 1.630, -0.736], [-4.635, -1.093, -1.864], [-3.326, -1.856, -0.259], [-4.886, 1.189, 1.323], [-5.204, 2.579, 3.213], [-3.742, 3.054, 4.074], [-4.746, 1.754, 4.700], [-2.181, 0.829, 4.574], [-0.851, -1.311, 4.596], [0.420, -2.881, 4.744], [1.956, -2.709, 3.905], [-0.458, -4.305, 2.901], [0.944, -4.985, 3.711], [1.211, -5.443, 1.399], [2.392, -4.189, 1.786], [0.173, -5.177, -0.382], [-1.287, -5.293, -2.096], [1.929, 0.883, 3.087], [1.470, 0.832, 2.031], [0.937, 0.808, 0.931], [5.640, -0.061, -2.251], [4.263, -0.187, -2.500], [3.410, -0.614, -1.518], [3.862, -0.960, -0.218], [2.984, -1.411, 0.850], [3.614, -1.740, 2.031], [5.006, -1.659, 2.252], [5.817, -1.216, 1.258], [5.262, -0.854, 0.008], [6.123, -0.393, -1.020], [6.308, 0.279, -3.031], [3.871, 0.056, -3.480], [2.369, -0.721, -1.741], [3.026, -2.050, 2.885], [5.410, -1.935, 3.215], [6.887, -1.135, 1.399], [7.180, -0.322, -0.808], [4.512, 4.732, 1.516], [3.198, 4.970, 1.893], [2.177, 4.216, 1.340], [2.454, 3.214, 0.407], [3.782, 2.985, 0.041], [4.805, 3.742, 0.591], [1.111, 2.133, -0.258], [-0.521, 3.006, -0.434], [-0.682, 3.861, -1.527], [-1.813, 4.649, -1.658], [-2.815, 4.581, -0.701], [-2.680, 3.726, 0.382], [-1.537, 2.951, 0.517], [5.310, 5.324, 1.943], [2.973, 5.744, 2.614], [1.154, 4.423, 1.629], [4.022, 2.203, -0.667], [5.830, 3.556, 0.301], [1.487, 1.565, -1.558], [0.096, 3.928, -2.277], [-1.911, 5.321, -2.500], [-3.695, 5.203, -0.795], [-3.456, 3.683, 1.134], [-1.441, 2.292, 1.371]],
  "mulliken_charge": [-0.436, -1.620, 0.539, -1.306, 1.306, -1.286, -0.189, -1.137, 1.149, -1.253, 0.032, -0.485, 0.254, -0.249, 0.312, -2.170, -0.434, 0.882, -1.056, 0.362, -1.021, -0.713, -1.112, 0.236, -0.536, 1.256, -1.483, -0.441, 0.721, 0.445, -1.170, 0.377, 0.385, 0.337, 0.603, 0.663, 0.408, 0.219, 0.437, 0.607, -0.744, 0.467, 0.210, 0.421, 0.563, 0.601, 0.353, 0.407, 0.495, 0.524, 0.371, 0.530, 0.602, 0.287, 0.496, 0.526, 0.332, 0.306, 0.473, -0.482, 0.819, 0.339, -0.658, -1.066, -0.315, 1.113, -0.185, 0.495, -1.179, -1.092, 1.298, -0.991, 0.409, 0.475, 0.765, -0.149, 0.495, 0.394, 0.413, -0.490, -0.751, -0.232, 0.357, -0.088, -0.650, -0.582, 0.424, -0.624, -0.880, -0.693, -0.416, 0.278, 0.393, 0.421, 0.338, 0.224, 0.448, -0.084, 0.507, 0.438, 0.416, 0.437, 0.261],
  "spin_multiplicity": 4,
  "max_force_ha_per_bohr": 0.0150,
  "s2": 3.808,
  "total_charge": 1,
  "energy_ha": -2688.2567,
  "homo_ev": [-8.300, -9.530]
}